No. 1
Molecular formula: C7H15IN3
Method: DFT, the ωB97M-V functional and the def2-TZVPD basis

```
26
Properties=species:S:1:pos:R:3:forces:R:3:lowdin_charge:R:1
C 0.281 2.401 1.161 0.39 0.81 0.66 -0.056
C 1.266 1.354 0.579 0.99 0.64 0.38 -0.450
C 2.167 2.008 -0.455 2.24 1.72 -0.33 -0.090
N 0.504 0.223 0.193 -1.33 -0.95 -1.61 0.042
C 0.340 -0.192 -1.000 -0.24 0.33 0.98 -0.049
C -0.781 -1.288 -1.216 1.93 0.66 -1.48 -0.255
C -0.108 -2.671 -1.383 0.08 0.65 3.38 -0.024
N -1.608 -1.130 -0.017 -2.87 1.28 -3.57 -0.281
C -1.287 -1.552 1.199 3.13 -1.58 6.88 -0.139
N -2.650 -0.495 -0.298 1.10 -0.29 -0.96 -0.410
I -3.914 0.213 1.000 -0.66 0.20 1.08 1.090
H -0.610 2.492 0.543 -0.12 -0.10 -0.09 0.065
H -0.022 2.154 2.211 0.22 0.20 -0.93 0.087
H 0.767 3.423 1.147 -0.53 -1.24 0.27 0.096
H 1.904 1.023 1.444 -0.36 0.29 -0.84 0.158
H 2.499 2.960 0.048 -0.25 -0.75 -0.69 0.091
H 1.933 2.309 -1.500 -1.23 -0.23 0.84 0.088
H 3.135 1.536 -0.679 -0.29 -0.62 0.65 0.080
H 0.946 0.158 -1.850 -0.39 -0.17 0.00 0.136
H -1.529 -1.070 -2.046 1.42 -0.07 0.86 0.171
H -0.952 -3.361 -1.216 0.94 -0.50 -0.48 0.095
H 0.723 -2.768 -0.548 -1.82 -0.09 -1.50 0.127
H 0.437 -2.751 -2.295 -0.15 -0.13 -0.90 0.077
H -0.819 -0.734 1.860 -0.71 -0.72 -1.29 0.144
H -2.111 -1.885 1.817 -0.72 -0.15 -0.39 0.071
H -0.509 -2.359 1.302 -0.76 0.82 -0.92 0.136
```
Forces are in eV/Å.

Computed properties:
SMILES: CC(C)/N=C/[C@@H](C)/[N+](C)=N/I
E_HOMO, Eh: -0.486
E_tot, eV: -20062.6084
Charge: +1
LUMO, eV: -5.36
Kohn-Sham gap, eV: 7.88
Relative energy (zero: lowest compared OMol25 entry of this formula, charge and spin), eV: 3.035


No. 2
Molecular formula: C2H2Cl2FNS
Method: DFT, the ωB97M-V functional and the def2-TZVPD basis

```
9
Properties=species:S:1:pos:R:3:forces:R:3:lowdin_charge:R:1
C -0.639 0.044 0.026 0.10 -0.48 -2.24 -1.080
C 0.578 0.239 -0.803 0.84 0.93 -1.95 -1.065
H 0.597 -1.113 1.532 -4.50 3.57 -0.88 0.272
H -1.338 -0.236 1.638 -1.87 -1.03 2.45 0.038
N -0.444 -0.263 1.275 5.49 -2.82 1.05 0.032
F 0.170 0.216 -2.159 2.20 0.50 2.50 -0.121
S -2.062 0.191 -0.761 -0.75 0.33 0.69 0.757
Cl 1.881 -1.007 -0.556 -0.90 0.83 -0.30 0.627
Cl 1.258 1.929 -0.191 -0.60 -1.82 -1.33 0.540
```
Forces are in eV/Å.

Computed properties:
E_HOMO, Eh: -0.330
E_tot, eV: -42191.5585
LUMO, eV: -0.79
Kohn-Sham gap, eV: 8.19
Relative energy (zero: lowest compared OMol25 entry of this formula, charge and spin), eV: 2.207


No. 3
Molecular formula: C3H5NO2
Method: DFT, the ωB97M-V functional and the def2-TZVPD basis

```
11
Properties=species:S:1:pos:R:3:forces:R:3:lowdin_charge:R:1
C -2.009 0.047 -0.307 -0.65 1.27 -1.36 0.133
C -0.897 -0.630 -0.362 0.47 1.38 0.05 -0.292
C 0.400 -0.324 -1.012 0.80 -2.59 -1.10 -0.023
N -0.935 -1.684 0.576 -0.83 -2.12 0.57 -0.382
O -1.911 -1.775 1.308 0.65 -0.55 0.40 0.051
O -0.023 -2.470 0.541 0.73 -0.89 0.54 0.086
H -2.871 -0.380 0.116 -0.69 -0.15 0.81 0.074
H -2.128 0.996 -0.757 0.04 0.73 -0.79 0.080
H 0.722 0.622 -0.710 0.49 1.70 0.10 0.060
H 0.348 -0.428 -2.140 0.04 0.31 1.38 0.112
H 1.183 -1.059 -0.640 -1.04 0.91 -0.61 0.102
```
Forces are in eV/Å.

Computed properties:
SMILES: C=C(C)[N+](=O)[O-]
E_HOMO, Eh: -0.386
E_tot, eV: -8773.1342
LUMO, eV: -0.43
Kohn-Sham gap, eV: 10.06
Relative energy (zero: lowest compared OMol25 entry of this formula, charge and spin), eV: 4.560


No. 4
Molecular formula: FH3P2S
Method: DFT, the ωB97M-V functional and the def2-TZVPD basis

```
7
Properties=species:S:1:pos:R:3:forces:R:3:lowdin_charge:R:1
F -1.010 -1.232 0.494 0.11 0.78 -0.34 -0.397
P -0.680 0.353 0.347 0.60 -1.49 1.76 0.008
P 1.079 0.276 -1.165 -1.46 0.17 -0.42 0.581
S -2.291 1.394 0.074 1.31 -0.41 0.15 0.121
H 0.088 0.310 1.767 -1.29 0.69 -2.38 0.034
H 0.996 -1.128 -1.461 -0.32 0.46 0.20 -0.137
H 1.818 0.026 -0.056 1.07 -0.20 1.02 -0.209
```
Forces are in eV/Å.

Computed properties:
SMILES: F[P@@H](P)=S
E_HOMO, Eh: -0.344
E_tot, eV: -32178.9420
LUMO, eV: -0.27
Kohn-Sham gap, eV: 9.10
Relative energy (zero: lowest compared OMol25 entry of this formula, charge and spin), eV: 0.291


No. 5
Molecular formula: C32H34F3N2O7RhS2Si
Method: DFT, the ωB97M-V functional and the def2-TZVPD basis

```
82
Properties=species:S:1:pos:R:3:forces:R:3:mulliken_spin:R:1
Rh 1.751 -0.985 0.076 -0.55 -0.11 -0.29 2.905
C 0.006 -3.509 -1.192 0.11 0.07 -0.10 -0.002
C 0.349 -2.590 -2.358 -0.05 -0.13 0.04 0.007
N 1.629 -1.902 -2.181 0.37 0.29 0.02 0.120
C 2.811 -2.602 -2.674 -0.05 -0.07 0.07 -0.016
C 3.152 -3.827 -1.832 0.05 0.07 0.13 -0.002
S 3.277 -3.401 -0.069 -0.34 -0.13 -0.01 0.172
C 2.058 -4.468 0.763 0.17 0.14 -0.01 -0.009
C 0.774 -3.738 1.150 0.00 -0.11 -0.18 0.008
N 0.314 -2.858 0.076 0.08 0.41 0.57 0.157
H -1.053 -3.766 -1.251 -0.08 -0.04 0.02 0.005
H 0.565 -4.440 -1.249 -0.05 -0.02 0.01 -0.004
H 0.338 -3.166 -3.289 0.01 0.01 -0.06 0.002
H -0.419 -1.828 -2.410 0.01 -0.03 -0.01 0.001
H 1.564 -0.976 -2.588 -0.06 -0.01 -0.06 -0.008
H 2.677 -2.931 -3.710 0.01 0.03 -0.09 0.003
H 3.647 -1.903 -2.644 -0.01 0.01 0.01 0.001
H 2.435 -4.636 -1.959 0.04 0.01 -0.05 0.003
H 4.134 -4.195 -2.124 -0.03 -0.07 -0.07 0.004
H 1.886 -5.337 0.130 -0.02 -0.05 0.04 0.002
H 2.553 -4.806 1.671 -0.01 -0.10 -0.01 -0.001
H 0.022 -4.485 1.421 -0.09 -0.02 0.04 0.001
H 0.971 -3.114 2.019 -0.02 0.05 0.08 -0.002
H -0.481 -2.303 0.382 -0.10 -0.10 0.00 -0.028
F 3.730 0.874 3.329 -0.08 0.18 0.11 0.000
C 4.689 0.593 2.459 0.04 -0.17 -0.17 -0.003
F 5.825 0.405 3.123 0.01 0.17 0.05 0.000
F 4.846 1.603 1.613 0.01 0.08 0.10 0.000
S 4.274 -0.976 1.539 0.46 -0.20 0.01 -0.015
O 2.974 -1.425 2.083 0.00 0.23 -0.30 0.074
O 5.387 -1.828 1.814 -0.05 -0.04 -0.04 0.016
O 4.094 -0.591 0.124 -0.25 0.02 0.10 0.084
O 0.087 -0.153 -0.944 0.68 -0.02 0.09 0.221
Si -1.311 0.634 -0.965 -0.64 0.16 0.00 0.033
C -1.696 1.207 -2.728 0.08 -0.16 -0.03 0.013
C -1.280 0.450 -3.830 -0.02 0.14 0.01 -0.001
C -1.622 0.806 -5.129 0.02 -0.02 0.01 -0.001
C -2.392 1.939 -5.355 0.01 0.00 0.06 0.000
C -2.809 2.711 -4.280 0.01 -0.01 0.05 0.000
C -2.464 2.348 -2.982 -0.02 -0.11 -0.06 0.002
C -1.589 2.167 0.091 0.37 -0.09 0.10 -0.004
C -0.804 3.305 -0.143 -0.05 -0.03 0.02 0.003
C -1.022 4.484 0.557 0.06 -0.08 -0.07 0.000
C -2.023 4.542 1.517 0.01 -0.01 0.05 0.000
C -2.806 3.424 1.770 0.02 -0.02 0.00 0.000
C -2.591 2.246 1.062 0.09 0.08 -0.06 -0.004
C -2.636 -0.631 -0.468 0.01 -0.03 -0.08 0.007
C -3.672 -1.014 -1.327 0.05 -0.05 0.11 0.001
C -4.588 -1.997 -0.958 0.04 0.02 0.01 0.000
C -4.485 -2.617 0.281 0.01 0.03 -0.07 0.000
C -3.469 -2.247 1.155 0.03 0.02 0.01 -0.004
C -2.558 -1.266 0.781 0.00 0.08 0.00 -0.011
H -0.670 -0.433 -3.670 -0.05 0.11 -0.09 0.002
H -1.289 0.200 -5.966 -0.01 0.03 0.04 0.000
H -2.663 2.220 -6.366 0.01 0.00 0.01 0.000
H -3.405 3.600 -4.450 0.03 -0.04 0.01 0.000
H -2.801 2.962 -2.154 0.01 -0.01 -0.02 0.000
H -0.013 3.265 -0.889 -0.07 0.02 0.08 0.000
H -0.406 5.354 0.357 -0.02 -0.04 0.03 0.000
H -2.187 5.459 2.073 -0.01 -0.05 -0.03 0.000
H -3.586 3.466 2.521 0.02 0.00 -0.01 0.000
H -3.218 1.386 1.263 0.02 0.01 0.01 0.000
H -3.765 -0.536 -2.298 -0.01 -0.03 0.05 0.000
H -5.385 -2.277 -1.638 0.03 0.01 0.03 0.000
H -5.198 -3.379 0.569 0.00 0.01 0.00 0.000
H -3.400 -2.711 2.133 0.01 0.02 -0.04 0.000
H -1.782 -0.960 1.485 -0.09 -0.03 -0.07 0.007
O -0.404 1.059 3.977 -0.03 0.16 0.17 0.003
C 0.309 2.162 3.681 0.05 -0.03 -0.13 0.004
C 0.210 3.249 4.547 -0.07 0.08 0.11 0.001
C 0.922 4.405 4.297 0.02 -0.02 -0.03 0.000
C 1.752 4.508 3.180 0.00 0.03 0.00 0.001
C 1.855 3.435 2.320 -0.04 -0.05 0.05 0.010
C 1.142 2.257 2.555 -0.06 -0.08 -0.14 0.029
C 1.284 1.131 1.606 -0.17 0.22 -0.22 -0.067
O 0.610 0.058 1.789 0.18 -0.30 -0.02 0.132
O 2.054 1.204 0.608 -0.13 -0.14 0.37 0.142
H -0.207 0.395 3.293 0.04 -0.11 -0.18 0.001
H -0.436 3.161 5.414 0.04 0.00 -0.07 0.000
H 0.834 5.239 4.984 0.00 -0.02 -0.03 0.000
H 2.308 5.418 2.991 -0.02 -0.03 0.01 0.000
H 2.488 3.474 1.443 0.00 0.01 0.01 0.002
```
Forces are in eV/Å.

Computed properties:
E_HOMO (alpha / beta), Eh: -0.304 / -0.304
E_tot, eV: -91758.3611
2S+1: 5
LUMO (alpha / beta), eV: 0.11 / -2.29
Kohn-Sham gap (alpha / beta), eV: 8.38 / 5.97
Relative energy (zero: lowest compared OMol25 entry of this formula, charge and spin), eV: 0.000


No. 6
Molecular formula: H24O12
Method: DFT, the ωB97M-V functional and the def2-TZVPD basis

```
36
Properties=species:S:1:pos:R:3:forces:R:3:mulliken_spin:R:1
O 1.370 0.213 -3.318 -0.09 0.08 -0.16 0.140
H 1.007 0.196 -2.433 -0.38 -0.23 0.55 -0.003
H 2.077 0.857 -3.275 0.41 0.21 -0.16 -0.006
O -2.951 0.021 -2.068 0.10 -0.13 0.26 0.000
H -2.503 0.835 -1.836 0.11 0.22 0.05 0.000
H -3.655 0.294 -2.656 -0.24 -0.07 -0.24 0.000
O 1.355 2.874 -0.956 1.09 0.27 -1.92 0.782
H 1.834 2.460 -0.238 1.88 -0.89 1.42 -0.022
H 0.448 2.908 -0.652 -2.78 0.17 0.89 -0.012
O 0.852 -3.436 2.748 0.13 0.17 0.16 0.000
H 0.744 -2.628 2.246 -0.17 0.20 -0.09 0.000
H 0.934 -4.121 2.085 -0.05 -0.38 -0.02 0.000
O -1.115 -2.307 -1.469 0.15 -0.85 -0.01 0.056
H -1.886 -1.740 -1.451 -0.39 0.30 -0.19 -0.001
H -0.421 -1.781 -1.069 0.05 0.22 -0.05 -0.003
O -3.382 1.977 1.089 0.12 0.74 -0.26 0.001
H -3.199 1.092 1.404 0.42 -0.60 0.19 0.000
H -4.235 1.907 0.660 -0.27 0.15 -0.14 0.000
O 2.335 -0.688 1.610 -0.38 0.63 0.27 0.000
H 2.277 -1.529 1.157 0.30 -0.62 -0.71 0.000
H 2.536 -0.917 2.517 0.17 0.16 0.45 0.000
O 0.067 -0.088 -0.385 0.35 0.72 -0.37 0.052
H 0.644 -0.436 0.295 0.61 -0.19 0.44 0.001
H -0.620 0.373 0.097 -0.56 0.18 0.08 -0.004
O 1.846 -2.479 -0.265 -0.13 0.02 0.16 0.000
H 2.212 -2.535 -1.148 0.20 0.05 -0.37 0.000
H 1.496 -3.354 -0.095 -0.20 -0.34 -0.08 0.000
O 3.534 1.673 0.598 -0.67 0.74 -0.49 0.007
H 3.150 0.821 0.807 -0.16 -0.81 0.57 0.000
H 4.300 1.466 0.063 0.34 0.12 -0.16 0.000
O -2.329 -0.534 1.723 0.05 0.22 -0.28 0.000
H -1.468 -0.614 2.133 0.19 -0.07 0.27 0.000
H -2.934 -0.914 2.360 -0.25 -0.32 0.21 0.000
O -1.079 3.242 -0.031 1.15 0.19 -0.77 0.014
H -1.356 3.894 -0.675 -0.21 0.41 -0.18 0.000
H -1.884 3.001 0.427 -0.89 -0.69 0.69 -0.001
```
Forces are in eV/Å.

Computed properties:
E_HOMO (alpha / beta), Eh: -0.503 / -0.487
E_tot, eV: -24950.1382
Charge: +1
2S+1: 2
LUMO (alpha / beta), eV: -3.09 / -10.34
Kohn-Sham gap (alpha / beta), eV: 10.61 / 2.90
Relative energy (zero: lowest compared OMol25 entry of this formula, charge and spin), eV: 0.823